Density functional theory data (the ωB97M-V functional and the def2-TZVPD basis) for a cluster of 2 separate species, C9H14O in total at a distorted geometry.

Atoms and positions in Å:
O 0.583 -1.184 3.084
C -0.831 0.358 0.092
C -0.560 -2.023 -0.174
C -0.450 0.230 1.425
C 1.400 2.774 -0.958
C -1.303 -0.770 -2.158
C 1.379 2.941 -2.489
C -0.019 -2.045 1.048
C 0.082 -0.936 1.865
C -0.951 -0.787 -0.714
H -0.975 1.357 -0.298
H 1.252 3.958 -2.741
H 0.501 -2.982 1.383
H 0.526 3.151 -0.425
H -0.459 1.152 2.035
H 2.292 2.456 -3.203
H -0.622 -0.376 -2.871
H 2.215 3.349 -0.515
H -1.569 -1.803 -2.512
H 0.516 2.357 -2.896
H -2.160 -0.039 -2.351
H 1.356 1.684 -0.649
H -0.587 -2.965 -0.802
H 0.569 -0.275 3.541

Atoms 1-2, force components in eV/Å:
O -0.54 3.09 -0.52
C 0.20 0.40 1.61

E_LUMO (spin up / spin down): -3.75 / -7.82 eV
expectation value of S²: 0.7658
net charge: +1
M: 138.2 g/mol
energy above the lowest of the compared OMol25 structures with the same formula, charge and spin: 31.1 kcal/mol
spin multiplicity: 2
largest force on an atom: 4.1 eV/A

Here are the Löwdin charges for atoms 1 to 6, given in e: 0.18 0.03 0.01 0.03 -0.19 0.00

Density functional theory data (the ωB97M-V functional and the def2-TZVPD basis) for a cluster of 2 separate species, C9H14S in total at a distorted geometry.

Atoms and positions in Å:
S -1.036 -0.147 -1.965
C -2.730 0.116 -2.686
C -0.543 -1.479 1.125
C 1.669 -0.650 0.403
C 0.539 -1.451 0.268
C 0.537 0.380 2.203
C -0.540 -0.496 2.131
C -0.646 1.508 -1.276
C 1.683 0.286 1.428
C 2.828 1.216 1.715
H -2.704 0.110 -3.767
H 2.473 -0.872 -0.290
H 0.198 1.958 -1.797
H 3.731 0.945 1.134
H -3.412 -0.669 -2.374
H 0.682 -2.301 -0.418
H 3.183 1.083 2.740
H -3.140 1.069 -2.346
H 0.477 1.258 2.861
H -1.497 -1.970 0.983
H 2.661 2.253 1.454
H -1.497 2.170 -1.387
H -0.322 1.334 -0.255
H -1.211 -0.593 2.972

Atoms 1-2, force components in eV/Å:
S -1.07 0.48 -0.54
C 0.52 0.21 0.21

E_LUMO: 0.95 eV
M: 154.3 g/mol
energy above the lowest of the compared OMol25 structures with the same formula, charge and spin: 20.3 kcal/mol
SMILES string: Cc1ccccc1.CSC
largest force on an atom: 2.4 eV/A

Here are the Löwdin charges for atoms 1 to 6, given in e: 0.76 -0.39 -0.11 -0.06 -0.19 -0.09

Density functional theory data (the ωB97M-V functional and the def2-TZVPD basis) for a structure of composition C9H15AlClI2N2OP at a distorted geometry.

Atoms and positions in Å:
I -2.677 -1.877 3.584
I 0.829 1.046 2.543
Cl -0.564 -2.412 0.566
P -2.165 0.306 -0.495
Al -0.067 -0.309 0.638
O 0.494 2.747 -0.683
N 1.712 -0.664 -0.275
N 5.397 -1.621 -1.896
C -2.476 -0.625 -2.032
C 2.594 -1.434 0.416
C 2.026 -0.250 -1.526
C 3.845 -1.738 -0.073
C -3.530 -0.232 0.580
C 3.246 -0.555 -2.103
C 4.188 -1.315 -1.377
C -2.723 1.975 -0.962
C 0.185 1.694 -0.329
H -3.452 0.300 1.535
H 5.651 -1.342 -2.833
H -1.935 -0.170 -2.870
H 1.283 0.349 -2.060
H -2.157 -1.665 -1.903
H 6.064 -2.175 -1.378
H -3.777 1.921 -1.275
H 3.469 -0.187 -3.104
H -4.504 -0.044 0.108
H 4.543 -2.301 0.547
H 2.279 -1.787 1.400
H -3.415 -1.300 0.799
H -2.113 2.367 -1.786
H -2.641 2.639 -0.090
H -3.551 -0.599 -2.250

Atoms 1-2, force components in eV/Å:
I 0.38 0.03 0.21
I -0.08 0.13 1.20

E_LUMO (spin up / spin down): -8.78 / -11.70 eV
net charge: +2
M: 514.4 g/mol
energy above the lowest of the compared OMol25 structures with the same formula, charge and spin: 0.0 kcal/mol
largest force on an atom: 5.4 eV/A

Here are the Löwdin charges for atoms 1 to 6, given in e: 0.39 1.05 0.31 0.76 -0.68 0.20

Density functional theory data (the ωB97M-V functional and the def2-TZVPD basis) for an isolated molecule of C9H15B at a distorted geometry.

Atoms and positions in Å:
C -3.883 0.548 0.542
C -2.561 0.614 -0.022
C -3.591 -0.400 -0.489
C -0.073 1.803 -0.134
C 2.629 -1.194 0.437
C 1.222 2.283 -0.449
C 2.102 0.202 0.714
C -3.230 -1.849 -0.408
C 2.171 0.958 -0.516
B -1.243 1.099 -0.068
H 1.142 0.091 1.093
H -4.156 -0.182 -1.304
H 2.233 -1.803 1.209
H -2.203 -1.812 -0.048
H -4.607 1.272 0.337
H 1.338 2.750 -1.368
H 1.737 3.086 0.184
H 3.656 -1.379 0.382
H -3.663 0.087 1.550
H 1.879 0.445 -1.361
H 2.818 0.645 1.452
H -3.266 -2.294 -1.383
H -3.866 -2.372 0.347
H 3.167 1.357 -0.913
H 2.135 -1.654 -0.416

Atoms 1-2, force components in eV/Å:
C 1.28 -1.41 4.32
C -0.36 0.03 -1.98

E_LUMO (spin up / spin down): -0.78 / -0.75 eV
M: 134.0 g/mol
energy above the lowest of the compared OMol25 structures with the same formula, charge and spin: 106.5 kcal/mol
largest force on an atom: 5.2 eV/A

Here are the Löwdin charges for atoms 1 to 6, given in e: -0.10 -0.05 -0.33 0.08 -0.10 -0.23

Density functional theory data (the ωB97M-V functional and the def2-TZVPD basis) for a structure of composition C9H15B11Br6Cl2S2Tl.

Atoms and positions in Å:
Tl -3.174 3.182 -0.451
Br 0.013 2.050 -1.287
Br 2.570 -3.730 -2.058
Br 1.084 -0.577 -3.887
Br 0.543 0.067 2.347
Br 1.157 -2.140 2.954
Br -0.267 -2.144 -0.714
Cl -3.166 -3.531 -3.252
Cl -3.376 0.051 0.859
S -0.847 2.662 1.995
S -2.032 -0.913 -1.872
C -5.215 -3.297 -1.572
C -3.982 -2.791 -1.956
C -3.404 -1.680 -1.269
C -5.866 -2.747 -0.484
C 3.906 0.166 -0.532
C -1.321 2.889 3.725
C 0.234 4.102 1.790
C -5.310 -1.696 0.263
C -4.103 -1.192 -0.125
B 2.062 -0.420 -2.253
B 3.019 1.013 -1.733
B 2.874 1.350 0.106
B 2.711 -1.354 0.269
B 3.898 -0.612 -2.055
B 2.890 -1.976 -1.450
B 3.594 -0.101 1.086
B 1.340 -0.984 -0.697
B 1.810 0.068 0.760
B 4.310 -1.460 -0.369
B 1.447 0.794 -0.927
H 0.642 4.091 0.782
H -2.024 2.103 3.997
H -1.808 3.855 3.838
H -0.346 5.010 1.942
H 3.151 2.441 0.444
H -6.825 -3.150 -0.184
H 2.868 -0.306 -0.652
H 4.274 0.019 2.034
H 3.443 1.928 -2.338
H -0.442 2.840 4.365
H 4.753 -0.553 -2.856
H 1.042 4.058 2.518
H -5.823 -1.304 1.130
H 5.340 -1.955 -0.111
H -5.646 -4.123 -2.120

Atoms 1-2, force components in eV/Å:
Tl -0.03 0.00 0.05
Br -0.09 -0.06 -0.19

E_LUMO: -11.06 eV
net charge: +3
M: 1061.0 g/mol
largest force on an atom: 0.8 eV/A

Here are the Löwdin charges for atoms 1 to 6, given in e: 0.92 0.81 1.00 0.97 0.85 0.52

Density functional theory data (the ωB97M-V functional and the def2-TZVPD basis) for an isolated molecule of C9H15BO3 at a distorted geometry.

Atoms and positions in Å:
O 0.332 0.651 1.423
O 1.842 0.008 4.663
O 1.094 -1.808 3.362
C 0.199 -0.225 0.468
C 0.754 -1.653 0.343
C -1.550 2.377 -1.774
C 2.047 -1.922 0.360
C -0.441 0.399 -0.718
C -0.281 -2.761 0.213
C -0.890 2.036 -3.162
C -0.739 1.708 -0.677
C 0.623 0.601 2.657
B 1.187 -0.499 3.600
H -1.654 3.545 -1.551
H 0.329 -3.710 0.275
H -0.830 -2.750 -0.820
H -0.486 2.414 0.158
H -2.594 1.997 -1.735
H 0.466 1.500 3.132
H 1.891 -0.428 5.442
H -0.575 -0.211 -1.546
H 2.878 -1.260 0.694
H -0.917 -2.718 1.069
H 2.252 -2.971 -0.006
H -1.104 2.694 -3.969
H 0.165 1.845 -3.086
H -1.138 0.901 -3.463
H 1.742 -2.375 3.855

Atoms 1-2, force components in eV/Å:
O -0.87 -0.25 -2.08
O 0.29 2.98 -2.20

E_LUMO (spin up / spin down): 0.37 / 0.38 eV
M: 182.0 g/mol
energy above the lowest of the compared OMol25 structures with the same formula, charge and spin: 69.1 kcal/mol
largest force on an atom: 4.2 eV/A

Here are the Löwdin charges for atoms 1 to 6, given in e: 0.02 0.21 0.17 -0.19 -0.32 -0.25